Formula: C28H51AlN5SeSi5Te
Source: OMol25
Level of theory: the ωB97M-V functional and the def2-TZVPD basis

The calculation puts the highest occupied orbital energy at -9.494 eV. The calculation puts the LUMO energy at -2.31 eV. For the energy relative to the best compared isomer or geometry (same formula, charge and spin), the calculation gives 0.0 kJ/mol. Its spin multiplicity is 1. The value obtained for the HOMO-LUMO gap is 7.180 eV. Its electronic energy is -155943.9788 eV. As for the charge: +1.

Each line ends with the Löwdin charge.
Cartesian coordinates (Å):
1 H -0.563476 3.197812 5.468535  0.18
2 H -0.204469 0.525250 6.184426  0.14
3 H -0.345577 3.828462 -2.721439  0.03
4 H -1.113134 2.641881 -1.653230  0.01
5 C -0.486929 1.470801 4.287098  -0.26
6 H -3.154019 -0.774169 -2.254673  -0.03
7 C 1.530637 1.756800 -4.548932  -0.20
8 C 0.048348 4.146722 0.734021  -0.05
9 H 2.457494 1.194138 -4.671245  0.02
10 H -0.504705 -3.667325 -3.950500  0.01
11 H -5.548396 0.171260 -0.563701  0.05
12 H 3.293662 1.975732 -2.095425  0.02
13 C -2.931493 -0.542010 -3.292979  -0.22
14 H 2.359130 -0.461744 0.362597  0.07
15 H -1.575513 -3.455658 -2.564917  0.01
16 N -0.699942 -0.917434 4.700074  -0.13
17 H -0.021102 2.032650 0.284646  0.07
18 C 5.137707 -2.011374 1.620184  -0.06
19 H -1.311718 2.518226 -3.394573  0.03
20 H 5.320514 -2.962697 3.545614  0.12
21 C 1.423623 -1.792592 4.127170  -0.27
22 C -4.609878 -0.115921 -0.084297  -0.23
23 H -5.713876 2.314206 1.920688  0.04
24 H -1.751663 -1.371730 -6.202678  0.04
25 Si 2.337567 -1.843228 -2.894764  0.33
26 C 2.348818 2.370582 -1.722507  -0.21
27 C -1.413174 -3.171465 -3.605880  -0.21
28 H -4.784745 1.913168 3.369103  0.02
29 C -0.039952 2.804276 1.042630  0.00
30 H -7.128729 -0.481970 2.037579  0.04
31 H 2.180740 -1.439631 -5.353544  0.02
32 C -0.996821 -0.871529 -5.591078  -0.20
33 Si -4.744149 0.045216 1.753772  0.17
34 H 0.150807 4.445081 -0.299358  0.10
35 C -0.821995 0.413950 5.288266  -0.10
36 H -3.816914 0.524290 -0.470261  0.02
37 H 2.393366 3.458779 -1.810857  0.04
38 H -1.598763 -1.382341 4.770737  0.02
39 Si -1.306196 -1.308105 -3.791113  0.31
40 Si 0.435957 -0.555987 -2.373378  0.15
41 H 6.156675 -2.221224 1.326852  0.11
42 H 4.785042 -1.456867 -2.675171  0.04
43 C 0.370427 -1.771120 5.175362  -0.09
44 H 0.073987 6.175253 1.438421  0.11
45 C 2.990538 -1.003383 1.052514  -0.02
46 H -0.005190 -2.783608 5.339234  0.15
47 H -3.738713 -0.939095 -3.912754  0.04
48 C 3.903226 -0.811897 -2.705784  -0.22
49 C 4.304789 -1.301379 0.747079  -0.06
50 H 4.015713 -0.149402 -3.565926  0.03
51 H 0.795937 -1.425905 6.123863  0.14
52 N -0.432868 2.783758 4.560360  0.20
53 C 2.412974 -3.409044 -1.872261  -0.21
54 Si 0.933620 1.701486 -2.767790  0.33
55 H 1.732029 2.790241 -4.840853  0.04
56 Se -2.947830 -0.906878 2.824470  0.49
57 H 2.382857 -3.205254 -0.802834  0.00
58 H 3.158372 -2.861179 -4.992759  0.04
59 H 2.286966 2.122260 -0.663463  0.01
60 H -3.948035 2.388153 1.882972  0.02
61 H 4.710049 -0.987079 -0.201160  0.08
62 N -0.319579 1.233489 3.004286  0.10
63 C 4.684240 -2.432864 2.850525  0.00
64 H 1.400599 -2.962631 -4.923274  0.02
65 C 2.512587 -1.434911 2.287304  -0.18
66 C -0.149410 4.817810 3.062933  0.00
67 N 1.267182 -1.266196 2.929170  0.12
68 H 3.898974 -0.181527 -1.818665  -0.01
69 H -1.865261 0.569191 5.574163  0.14
70 H -2.248689 -3.556390 -4.194742  0.04
71 H -6.145717 -1.947894 2.149562  0.03
72 H 1.568936 -4.060546 -2.104067  0.03
73 C -0.246807 3.466357 3.361941  -0.16
74 Al -0.596524 -0.561679 2.280582  -0.26
75 C 3.369412 -2.116184 3.154020  -0.17
76 H -4.383053 -1.146151 -0.358412  0.03
77 C -4.800654 1.835598 2.281333  -0.22
78 C 0.000493 5.136239 1.727343  -0.06
79 H -6.235285 -0.838654 3.520688  0.03
80 H 3.333579 -3.953333 -2.096915  0.04
81 C -6.199010 -0.896606 2.432567  -0.23
82 N 2.634817 -2.331092 4.309410  0.19
83 Te -0.642158 -1.346838 -0.158049  0.61
84 C -0.181819 2.477654 2.384060  -0.17
85 H -2.922164 0.543225 -3.405571  0.03
86 H -1.096688 0.199740 -5.765900  0.02
87 H 0.799840 1.350083 -5.244952  0.01
88 C 2.253176 -2.317865 -4.710906  -0.21
89 C -0.600051 2.772015 -2.607274  -0.21
90 H 2.952169 -2.795711 5.144173  0.18
91 H -0.196077 5.581341 3.826309  0.12
92 H -0.018664 -1.185883 -5.947826  0.01

Cartesian forces (eV/Å) of the 3 atoms listed first:
H 0.0087 -0.0099 -0.0020
H -0.0121 -0.0019 -0.0207
H -0.0071 0.0281 -0.0167